Formula: C3H9NO3
Source: OMol25
Level of theory: ωB97M-V/def2-TZVPD

As for the spin multiplicity: 1. Its frontier orbital gap is 9.97 eV. Its total charge is 0.

XYZ file:
```
16
C3H9NO3 (ωB97M-V/def2-TZVPD)
H -1.00682 1.38275 -0.75209
H 0.91793 1.45549 1.09687
H -2.15249 -1.46722 -0.90822
C -1.47191 -0.68264 -1.23319
H -2.70498 0.97150 -0.56993
H -1.53654 0.42960 0.63258
N 1.67389 0.95752 0.19628
C -1.69313 0.59756 -0.43069
H -1.62337 -0.51881 -2.30010
O 1.62820 -0.27998 2.09183
H -0.45904 -1.06201 -1.10324
H 2.11336 -2.02823 0.79796
O 0.59504 0.76397 2.30901
O 2.12045 -1.29480 0.16466
H 1.68846 0.93590 -0.81130
C 1.91095 -0.16059 0.81957
```

---

Formula: C3H9NO3
Source: OMol25
Level of theory: ωB97M-V/def2-TZVPD

As for the spin multiplicity: 1. Its frontier orbital gap is 10.22 eV. The SMILES is C[C@@H](N)C(=O)O.O. Its total charge is 0.

XYZ file:
```
16
C3H9NO3 (ωB97M-V/def2-TZVPD)
O -1.54442 1.85891 -1.60324
H -0.42196 -0.54467 -1.91622
H 0.24766 3.07218 -1.08083
H 3.39006 -1.70748 0.91934
C -0.69306 0.27038 -0.02760
H 0.91082 -0.61503 -0.88730
O 4.18620 -2.04995 1.34322
H -2.89162 -0.04389 -0.15916
H -2.25852 0.28111 1.43710
C -0.81496 1.62641 -0.68362
H -0.02413 0.29203 0.83147
O 0.11613 2.53793 -0.28187
H 3.85658 -2.79769 1.85516
C -2.03995 -0.22920 0.49636
H -1.92725 -1.28411 0.73218
N -0.09156 -0.66691 -0.97498
```

---

Formula: C3H9NO3
Source: OMol25
Level of theory: ωB97M-V/def2-TZVPD

As for the spin multiplicity: 1. Its frontier orbital gap is 9.17 eV. The SMILES is CNCC(=O)O.O. Its total charge is 0.

XYZ file:
```
16
C3H9NO3 (ωB97M-V/def2-TZVPD)
H 1.40439 -0.45313 0.00499
H 0.67204 2.21804 -1.21944
H -2.02995 -2.11607 2.89028
H -0.82247 -2.21769 -1.75052
O -1.26858 -0.07098 -1.47191
H 1.73136 -0.04467 -1.78779
H -0.62263 1.60251 0.81461
O -1.46181 -1.89306 2.06042
N 1.01258 1.54188 -0.55174
C -0.17552 -0.53597 -1.40153
H 0.62068 2.98261 1.10745
C 1.10231 0.12157 -0.87179
H -1.59817 -2.65137 1.49803
C 0.43634 1.90923 0.75973
H 0.91631 1.46602 1.63715
O 0.08311 -1.85892 -1.71795
```

---

Formula: C3H9NO3
Source: OMol25
Level of theory: ωB97M-V/def2-TZVPD

As for the spin multiplicity: 1. Its frontier orbital gap is 9.95 eV. The SMILES is O=CCNCO.O. Its total charge is 0.

XYZ file:
```
16
C3H9NO3 (ωB97M-V/def2-TZVPD)
O 3.06723 0.46919 -1.77833
O -0.54322 -0.79108 1.80601
H 1.34638 -0.42917 -2.34159
C 1.91414 0.18588 -1.61732
H -1.79807 -0.99907 0.34025
N -0.22695 0.19488 -0.40089
H 0.34862 -0.79975 2.19196
H -2.74419 0.32804 1.58330
H 1.39443 1.51271 -0.03569
H -4.17690 -0.01109 1.49359
H 1.68790 -0.11842 0.47185
O -3.52072 0.54124 1.04402
C 1.18310 0.46818 -0.28772
C -0.72386 -0.89057 0.40995
H -0.85020 0.98614 -0.39010
H -0.23274 -1.78443 0.00568
```

---

Formula: C3H9NO3
Source: OMol25
Level of theory: ωB97M-V/def2-TZVPD

As for the spin multiplicity: 1. Its frontier orbital gap is 10.08 eV. The SMILES is NCCC(=O)O.O. Its total charge is 0.

XYZ file:
```
16
C3H9NO3 (ωB97M-V/def2-TZVPD)
C 0.53219 -0.61265 0.34816
O 2.59064 4.09381 -2.15950
H 0.88999 -0.03329 -0.48668
H -0.26434 -2.49411 -0.28926
O -1.50000 -2.07873 1.98678
C -0.64695 -1.48630 -0.14323
H 1.36077 -1.27539 0.61235
H 1.79726 3.53350 -2.16052
H -3.46525 -1.56394 -0.07639
C -1.72543 -1.61381 0.91351
H 0.40827 1.19374 1.26626
H 0.91345 0.01167 2.23355
H -0.99070 -1.05865 -1.07779
N 0.24638 0.23311 1.51453
O -2.95432 -1.10989 0.59713
H 2.80801 4.26095 -3.07892
```

---

Formula: C3H9NO3S
Source: OMol25
Level of theory: ωB97M-V/def2-TZVPD

As for the spin multiplicity: 1. Its frontier orbital gap is 9.86 eV. The SMILES is O=C(O)NCCS.O. Its total charge is 0.

XYZ file:
```
17
C3H9NO3S (ωB97M-V/def2-TZVPD)
H 0.36544 3.06109 1.67884
H -3.24872 1.38752 0.42693
S 0.26360 -2.68614 -1.82906
H -0.21343 -0.08990 1.42941
O -3.97648 1.94598 0.13761
O -0.11506 2.23871 1.47320
H 2.16842 -1.09329 0.51410
H 0.77649 -2.90757 0.42080
O 1.84555 2.03224 0.38817
H -0.71060 -1.85973 -2.23314
H 1.43671 -0.30972 -0.92046
N 0.55496 0.19695 0.84642
H -0.61924 -1.83206 0.26300
C 0.37196 -2.05966 -0.13036
H -3.95746 2.73759 0.67612
C 0.86882 1.49146 0.84669
C 1.24746 -0.80485 0.02675
```

---

Formula: C3H9NO4
Source: OMol25
Level of theory: ωB97M-V/def2-TZVPD

As for the spin multiplicity: 1. Its frontier orbital gap is 10.80 eV. The SMILES is O=CCNC=O.O.O. Its total charge is 0.

XYZ file:
```
17
C3H9NO4 (ωB97M-V/def2-TZVPD)
H 2.44413 -1.68547 0.54920
H -1.93727 0.66870 -2.33800
C -0.91507 0.61442 -0.35510
H 1.59761 0.73628 0.58865
H -3.05433 -0.94731 1.72816
O -1.04580 -0.64293 2.05732
H -0.76544 1.64469 -0.01732
O 2.22632 1.22927 0.06508
H -2.87738 -0.22753 -0.45961
N -2.08286 -0.06735 0.14291
H 2.60981 0.67067 -0.62417
C -0.93086 0.56210 -1.87892
C -2.06196 -0.61414 1.39984
O 0.00123 0.18379 -2.53101
H -0.06747 0.05641 0.00005
H 3.49163 -0.76289 1.18828
O 3.36772 -1.41872 0.48468
```

---

Formula: C3H9NO4
Source: OMol25
Level of theory: ωB97M-V/def2-TZVPD

As for the spin multiplicity: 1. Its frontier orbital gap is 10.65 eV. The SMILES is O=CCNC=O.O.O. Its total charge is 0.

XYZ file:
```
17
C3H9NO4 (ωB97M-V/def2-TZVPD)
O -0.32363 -1.33249 2.51147
H 0.12404 -0.79425 0.29265
H 0.52249 -0.12751 -2.69020
O -2.01805 0.82648 1.62401
H -1.56436 0.27114 0.97245
C 0.80459 -0.69320 -0.55120
O -0.18136 1.71221 -0.29720
H 1.62472 2.62338 -0.33888
H 2.45514 0.32936 0.19410
H -0.16785 -1.98986 3.19253
C 1.03927 1.68447 -0.29443
C 0.17052 -0.81292 -1.89233
H 1.43657 -1.63144 -0.47052
H -1.14795 -0.85966 2.68405
O -0.64363 -1.68716 -2.05085
N 1.69495 0.48169 -0.45667
H -1.79616 1.75336 1.56327
```

---

Formula: C3H9NOP2
Source: OMol25
Level of theory: ωB97M-V/def2-TZVPD

As for the spin multiplicity: 1. Its frontier orbital gap is 8.49 eV. Its total charge is 0.

XYZ file:
```
16
C3H9NOP2 (ωB97M-V/def2-TZVPD)
H 0.31379 0.54701 -1.30639
P -3.50409 0.48887 0.31106
H 0.65930 2.59873 0.56835
H 0.91519 -2.31510 0.85057
H 1.81855 1.60177 -0.86171
C 1.52577 -0.31660 0.08422
H 2.35088 -0.52423 -0.57099
O 0.14162 1.80169 0.20756
C 0.48505 -1.44933 0.24326
H 0.48697 -1.77540 -0.87459
C 0.96117 1.01582 -0.50829
N -0.80446 -0.90845 0.58138
H 1.85403 0.05690 1.03908
H -0.91438 -0.84059 1.55749
H -4.27365 0.57948 -0.82044
P -2.01576 -0.56058 -0.50056
```

---

Formula: C3H9NOPS
Source: OMol25
Level of theory: ωB97M-V/def2-TZVPD

As for the spin multiplicity: 1. Its frontier orbital gap is 9.63 eV. The SMILES is S=[PH2][C@H]1COC[NH2+]1. Its total charge is +1.

XYZ file:
```
16
C3H9NOPS (ωB97M-V/def2-TZVPD)
C 0.63803 -0.22464 -1.38485
S -2.57977 0.89848 1.70424
H -2.38376 1.46966 -0.99682
H -1.26539 -1.14826 -0.90148
H 1.30611 0.84142 0.57834
H 2.15445 -0.42430 1.49398
C -0.61888 -0.40959 -0.42280
H 0.86987 0.82276 -1.62996
O 1.81384 -0.62873 -0.61323
N 0.10297 -0.88893 0.79268
H -0.49878 2.14718 0.23729
H 0.11578 -1.90595 0.88952
H -0.26352 -0.58031 1.71042
C 1.44168 -0.24689 0.68920
P -1.51999 1.17142 0.09863
H 0.68735 -0.89333 -2.24516
```

---

Formula: C3H9NOS
Source: OMol25
Level of theory: ωB97M-V/def2-TZVPD

As for the spin multiplicity: 1. Its frontier orbital gap (alpha / beta) is 8.45 / 8.46 eV. Its total charge is 0.

XYZ file:
```
15
C3H9NOS (ωB97M-V/def2-TZVPD)
H 0.45613 1.39990 -0.82017
H -2.39346 1.79002 -0.36802
N 0.99171 0.53241 -0.44300
C -2.74141 0.85927 -0.92259
H -0.18448 -2.69709 0.27525
C 1.82086 1.04773 0.61710
S -0.47874 -0.30291 0.15308
H 2.91306 0.59288 0.52666
C 0.01693 -1.99717 -0.49522
H -0.63533 -2.00790 -1.34685
H -3.38020 0.31878 -0.26482
H 1.15932 0.65753 1.53929
O -0.49261 -0.48317 1.60722
H 1.03912 -1.84127 -0.72513
H 1.90908 2.13098 0.66720
```

---

Formula: C3H9NOS
Source: OMol25
Level of theory: ωB97M-V/def2-TZVPD

As for the spin multiplicity: 1. Its frontier orbital gap is 9.67 eV. The SMILES is NC=O.CCS. Its total charge is 0.

XYZ file:
```
15
C3H9NOS (ωB97M-V/def2-TZVPD)
C -2.13491 -0.90450 0.26781
H 0.96298 2.45174 -0.18184
H 0.97323 -1.60317 -0.26618
H 0.17633 0.46688 -1.59712
H -1.41316 -1.95426 1.77611
H -1.45952 -0.12041 1.91972
H 1.86367 1.00651 -1.95562
H 0.67924 0.98508 0.82252
C 1.30673 1.44213 0.05566
H 2.35063 1.41848 0.36319
O -2.21891 0.15134 -0.30741
H -2.44318 -1.85318 -0.20882
N -1.73761 -1.02514 1.57495
C 1.17842 0.60723 -1.20727
S 1.91606 -1.06874 -1.05569
```

---

Formula: C3H9NP
Source: OMol25
Level of theory: ωB97M-V/def2-TZVPD

As for the spin multiplicity: 1. Its frontier orbital gap (alpha / beta) is 9.23 / 9.23 eV. Its total charge is +1.

XYZ file:
```
14
C3H9NP (ωB97M-V/def2-TZVPD)
H -2.10773 0.85415 -1.23942
C 1.61687 -0.30150 -0.35921
H 0.81047 -0.19945 1.65331
P -2.53523 0.26746 -0.02942
C -1.32642 -1.03949 0.07011
C 0.98670 0.98645 -0.13591
H 0.37945 1.40206 -0.82009
H -1.74940 1.18424 0.88412
N 0.60373 -0.20535 0.64883
H 1.45182 1.68696 0.52072
H -0.84490 -1.57986 -0.77632
H 2.65843 -0.43533 -0.21580
H -1.28162 -1.69083 1.00990
H 1.33784 -0.92952 -1.21083
```

---

Formula: C3H9NS
Source: OMol25
Level of theory: ωB97M-V/def2-TZVPD

As for the spin multiplicity: 1. Its frontier orbital gap is 9.98 eV. The SMILES is C[C@@H](N)CS. Its total charge is 0.

XYZ file:
```
14
C3H9NS (ωB97M-V/def2-TZVPD)
H -1.08233 -0.49369 1.08800
C -0.70418 0.09012 0.23720
H -1.08821 0.00962 -2.37167
H 1.32460 -1.50748 0.42549
H 0.61693 1.68418 1.84504
H 2.24398 1.92488 1.26648
H 0.77115 2.42985 0.31731
C 0.89408 0.30324 0.38082
N 1.45146 -0.79722 1.14651
S -1.50658 -0.70496 -1.29247
H 1.43773 0.31817 -0.62966
H 2.48958 -0.67448 1.32291
C 1.20749 1.62191 0.92643
H -1.15269 1.07730 0.12341
```

---

Formula: C3H9NS
Source: OMol25
Level of theory: ωB97M-V/def2-TZVPD

As for the spin multiplicity: 1. Its frontier orbital gap is 9.53 eV. The SMILES is C=N.CSC. Its total charge is 0.

XYZ file:
```
14
C3H9NS (ωB97M-V/def2-TZVPD)
H 2.38944 -1.73563 -0.01807
C -0.80268 0.80629 1.13953
S -1.24906 0.79273 -0.66764
H -1.40396 1.57338 1.61415
N 2.79793 -3.71151 0.01000
C -1.54692 2.57746 -0.87275
H 2.25750 -4.58271 -0.00771
H 0.24396 1.07748 1.20384
H -1.03206 -0.21524 1.41502
H -2.19711 2.62473 -1.73597
C 2.03895 -2.74867 -0.26158
H -0.61559 3.06734 -1.14716
H 1.03098 -2.63226 -0.67473
H -1.91137 3.10662 0.00306
```

---

Formula: C3H9NS
Source: OMol25
Level of theory: ωB97M-V/def2-TZVPD

As for the spin multiplicity: 1. Its frontier orbital gap is 8.75 eV. The SMILES is C=CN.CS. Its total charge is 0.

XYZ file:
```
14
C3H9NS (ωB97M-V/def2-TZVPD)
C -0.42622 1.41193 1.25735
C 0.72339 0.69764 1.24548
H -1.30023 -1.68374 -2.54644
S -0.11046 -2.33535 -0.54411
C -0.96765 -1.15821 -1.66226
H -1.17227 1.19063 2.00924
H -1.81656 -0.77106 -1.09733
H 1.70634 2.07474 0.10817
H -0.65735 2.25878 0.62003
H -0.32493 -0.28833 -1.76175
H 2.78828 0.91100 0.69369
N 1.85844 1.23676 0.64738
H 0.78125 -0.38746 1.20533
H -1.08205 -3.15733 -0.17478
```

---

Record-wise ΔE to the lowest compared entry with this formula, charge and spin values, in kJ/mol: 474.5; 86.7; 156.8; 201.4; 148.8; 35.6; 103.2; 90.5; 53.7; 66.9; 678.4; 46.0; 269.7; 102.8; 149.7; 184.6
Record-wise F_max values, in eV/A: 1.83; 0.89; 2.96; 1.41; 1.03; 1.29; 1.35; 2.05; 4.47; 2.43; 4.29; 2.08; 3.71; 3.38; 2.19; 2.30